{"formula": "C4H10O2", "method": "ωB97M-V with the def2-TZVPD basis set", "species": ["C", "C", "O", "C", "C", "O", "H", "H", "H", "H", "H", "H", "H", "H", "H", "H"], "positions_angstrom": [[1.512904, -0.630929, 0.626369], [0.161964, -0.441772, -0.037516], [-0.987855, -0.407409, 2.028944], [0.105109, 0.157479, -1.410022], [-1.188803, 0.879047, -1.126424], [-0.818485, 1.111063, 0.218608], [1.510127, -1.286975, 1.505552], [2.201537, -1.070767, -0.116771], [1.926080, 0.342637, 0.894689], [-0.464249, -1.339131, 0.084648], [-0.320278, 0.047649, 2.552445], [0.150772, -0.567174, -2.215121], [0.906291, 0.898448, -1.460295], [-2.072176, 0.222656, -1.195022], [-1.375796, 1.776063, -1.727392], [-1.247142, 0.309115, 1.377309]], "forces_ev_per_a": [[-0.29, 0.36, -0.02], [-0.11, 0.80, -0.39], [-0.51, 0.04, 1.34], [0.21, -0.08, -0.71], [0.17, -0.20, -0.69], [1.21, -1.57, -0.02], [-0.26, 0.27, -0.27], [-0.33, 0.16, 0.06], [0.07, -0.02, 0.02], [-0.20, 0.93, 0.10], [-0.13, -0.13, 0.27], [0.15, -0.09, -0.34], [-0.04, -0.07, -0.42], [0.17, 0.08, -0.02], [0.02, 0.07, 0.34], [-0.13, -0.57, 0.73]], "lowdin_charge": [-0.052, -0.160, -0.117, -0.168, -0.251, -0.166, 0.081, 0.096, 0.092, 0.141, 0.040, 0.113, 0.121, 0.121, 0.115, -0.006], "relative_energy_ev": 3.311, "homo_energy_ev": -9.88, "e_lumo_ev": 0.987, "charge": 0, "largest_force_ev_per_a": 2.0}